(1)
151
Properties=species:S:1:pos:R:3 method="wB97M-V/def2-TZVPD" homo_lumo_gap_ha=0.33200 e_homo_ev=-7.03 max_force_ev_per_a=5.02 charge=-1 e_tot_ev=-130132.5879
O 0.86 -2.64 1.59
C 1.05 -1.49 1.21
O 0.18 -0.76 0.50
B 0.82 0.52 0.18
O 2.21 0.40 0.67
C 2.43 -0.67 1.39
O 3.50 -1.03 1.95
O 0.21 1.80 0.79
C -0.50 2.47 -0.11
O -1.15 3.49 0.03
C -0.13 1.82 -1.46
O 0.69 0.77 -1.28
O -0.59 2.05 -2.51
C 3.92 -4.58 1.16
S 2.19 -5.32 1.12
O 2.15 -6.40 0.02
C 2.42 -6.15 2.75
H 4.70 -5.33 1.12
H 3.93 -3.93 2.03
H 3.86 -3.94 0.28
H 3.28 -6.81 2.69
H 1.60 -6.82 3.00
H 2.59 -5.53 3.63
C -1.07 7.84 3.85
S -1.72 7.92 2.16
O -1.03 9.17 1.62
C -0.71 6.54 1.45
H -1.73 8.27 4.61
H -0.14 8.40 3.89
H -0.75 6.83 4.11
H -1.03 6.31 0.43
H -0.78 5.66 2.09
H 0.31 6.91 1.51
C -2.94 -1.05 1.34
S -2.60 -1.31 3.14
O -3.55 -0.24 3.74
C -3.56 -2.90 3.29
H -2.18 -1.54 0.74
H -2.96 0.01 1.10
H -3.85 -1.51 0.96
H -4.57 -2.84 2.89
H -3.70 -3.25 4.31
H -3.11 -3.71 2.71
C -2.23 5.50 -3.69
O -2.10 6.71 -3.71
N -3.08 4.93 -4.61
C -3.31 3.46 -4.62
C -3.94 5.68 -5.54
H -1.66 4.87 -2.98
H -2.64 2.98 -3.91
H -3.15 3.01 -5.60
H -4.33 3.30 -4.28
H -3.72 5.21 -6.50
H -4.98 5.49 -5.28
H -3.70 6.74 -5.58
C 5.29 4.73 0.91
O 6.50 4.52 1.13
N 4.41 3.75 1.10
C 2.98 3.93 0.83
C 4.79 2.51 1.83
H 4.85 5.64 0.47
H 2.37 3.94 1.74
H 2.59 3.18 0.15
H 2.79 4.90 0.38
H 4.37 2.63 2.83
H 4.34 1.60 1.43
H 5.86 2.29 1.91
O 3.35 3.75 -4.29
C 3.17 3.47 -3.12
O 2.27 4.14 -2.34
C 1.59 5.27 -2.88
C 0.78 5.92 -1.85
C 3.88 2.36 -2.34
H 0.91 4.88 -3.64
H 2.29 5.91 -3.42
H 0.10 5.23 -1.34
H 0.25 6.80 -2.23
H 1.39 6.26 -1.02
H 3.69 1.46 -2.92
H 3.32 2.21 -1.42
H 4.91 2.69 -2.16
O -3.37 -1.60 -1.67
C -2.99 -0.83 -2.53
O -3.65 0.26 -2.99
C -4.75 0.88 -2.28
C -4.16 2.02 -1.41
C -1.79 -1.10 -3.37
H -5.34 0.14 -1.74
H -5.47 1.30 -2.99
H -3.76 1.59 -0.50
H -4.90 2.77 -1.14
H -3.39 2.54 -1.98
H -0.94 -1.47 -2.80
H -1.56 -0.15 -3.85
H -1.98 -1.85 -4.14
O -0.56 -0.17 -6.11
C -0.04 0.93 -6.25
O -0.44 1.92 -7.11
C -1.69 1.87 -7.76
C -1.94 3.13 -8.68
C 1.24 1.22 -5.53
H -2.37 1.88 -6.92
H -1.72 1.05 -8.48
H -1.80 4.10 -8.19
H -2.96 3.24 -9.02
H -1.38 3.14 -9.61
H 1.73 2.15 -5.81
H 2.01 0.47 -5.71
H 1.00 1.27 -4.47
O 4.34 -4.65 6.19
C 4.61 -3.98 5.15
O 5.65 -4.07 4.37
C 6.75 -4.88 4.69
C 6.53 -6.35 4.43
C 3.72 -2.87 4.71
H 7.01 -4.76 5.74
H 7.54 -4.49 4.05
H 6.28 -6.61 3.41
H 5.78 -6.65 5.16
H 7.44 -6.93 4.59
H 3.01 -3.25 3.97
H 4.25 -2.05 4.24
H 3.19 -2.43 5.55
O -3.74 -6.83 1.02
C -4.38 -5.77 0.91
O -3.99 -4.78 0.21
C -2.83 -4.80 -0.63
C -1.60 -4.51 0.20
C -5.79 -5.66 1.51
H -2.91 -4.18 -1.52
H -2.80 -5.85 -0.93
H -1.51 -5.31 0.93
H -1.54 -3.50 0.61
H -0.74 -4.47 -0.47
H -6.07 -6.43 2.23
H -6.50 -5.69 0.68
H -5.69 -4.67 1.97
O -0.65 -6.63 5.36
C -1.34 -5.78 4.75
O -1.04 -4.54 4.41
C 0.31 -4.03 4.73
C 0.28 -2.55 5.17
C -2.68 -6.13 4.16
H 0.95 -4.14 3.85
H 0.69 -4.63 5.56
H -0.57 -2.45 5.84
H 0.13 -1.89 4.31
H 1.15 -2.15 5.69
H -2.81 -7.20 4.31
H -2.71 -5.84 3.11
H -3.51 -5.62 4.64

(2)
56
Properties=species:S:1:pos:R:3 method="wB97M-V/def2-TZVPD" homo_lumo_gap_ha=0.32261 e_homo_ev=-6.27 max_force_ev_per_a=2.47 charge=-1 e_tot_ev=-35927.4507
C 0.00 0.22 -0.54
N -1.37 -0.09 -0.17
C -2.13 1.01 0.47
O -1.49 1.72 1.48
C 0.43 -0.14 -1.98
C 0.83 -1.62 -2.18
C 2.33 -1.86 -2.24
O 3.01 -0.97 -3.11
H 0.70 -0.26 0.17
H 0.18 1.28 -0.48
H -1.32 -0.91 0.43
H -3.12 0.67 0.84
H -2.34 1.71 -0.36
H -0.43 0.09 -2.57
H 1.25 0.55 -2.18
H 0.36 -2.27 -1.43
H 0.31 -1.94 -3.09
H 2.63 -2.87 -2.52
H 2.70 -1.56 -1.23
H 3.01 -0.06 -2.79
H 2.13 2.97 0.29
H 2.53 2.73 1.73
O 2.89 2.70 0.84
H -0.62 -3.65 1.68
H 0.54 -2.83 0.99
O -0.41 -3.14 0.91
H -2.93 -1.07 -1.21
H -3.52 -0.74 -2.62
O -3.54 -1.40 -1.90
H -0.32 3.47 -1.00
H -1.45 3.80 -2.11
O -0.65 3.30 -1.93
H -0.67 2.47 1.12
H -0.22 4.14 0.62
O 0.17 3.26 0.56
H -2.37 -3.52 -1.37
H -1.18 -3.84 -0.41
O -1.99 -4.22 -0.83
H 0.00 -0.91 3.57
H 1.12 0.07 3.96
O 0.89 -0.88 3.97
H 3.05 1.03 1.47
H 4.15 0.13 0.88
O 3.40 0.12 1.46
H -1.68 0.50 2.67
H -2.30 -0.89 2.99
O -1.62 -0.29 3.28
H -2.23 0.78 -3.94
H -3.24 1.39 -3.03
O -3.15 0.68 -3.70
H 1.79 -2.17 2.75
H 2.36 -1.37 1.51
O 1.99 -2.23 1.81
H 0.69 2.73 2.19
H 0.12 1.74 3.14
O 0.73 2.47 3.14

(3)
132
Properties=species:S:1:pos:R:3 method="wB97M-V/def2-TZVPD" homo_lumo_gap_ha=0.25292 e_homo_ev=-8.43 max_force_ev_per_a=6.73 e_tot_ev=-112150.7214
N -8.68 -5.71 -6.07
C -7.94 -6.82 -6.77
C -7.41 -7.83 -5.61
C -7.08 -6.93 -4.33
C -7.93 -6.87 -3.02
P -9.46 -8.02 -3.00
S -10.10 -8.42 -1.20
C -7.57 -5.93 -1.78
C -6.28 -5.03 -1.86
C -5.97 -4.14 -0.58
C -4.78 -3.07 -0.74
S -5.16 -1.63 -1.84
C -3.67 -1.38 -2.91
N -3.52 -0.71 -4.17
N -2.19 -0.91 -4.45
C -1.47 -1.67 -3.47
O -2.43 -1.96 -2.46
C -5.44 -5.14 -3.17
N -4.21 -4.45 -3.44
S -3.66 -4.83 -5.01
N -4.84 -5.94 -5.54
C -5.76 -6.03 -4.43
H -9.49 -5.42 -6.65
H -8.05 -4.90 -5.97
H -8.62 -7.33 -7.54
H -7.06 -6.34 -7.34
H -6.38 -8.22 -6.00
H -8.10 -8.71 -5.41
H -9.19 -9.27 -3.67
H -10.46 -7.34 -3.77
H -8.24 -5.95 -0.85
H -5.69 -4.83 0.30
H -6.94 -3.60 -0.24
H -3.83 -3.63 -1.09
H -4.50 -2.64 0.30
H -0.37 -1.99 -3.46
C 0.08 0.05 0.22
O -0.89 0.17 1.25
C -1.93 -0.81 1.16
C -1.82 -1.82 2.30
N -0.66 -2.69 2.14
C -0.35 -3.50 3.32
C 0.04 -2.76 4.61
O 1.29 -2.08 4.53
C 1.23 -0.79 3.96
H 0.73 0.93 0.27
H 0.70 -0.83 0.37
H -0.39 0.02 -0.77
H -1.94 -1.31 0.18
H -2.87 -0.27 1.26
H -2.73 -2.43 2.33
H -1.76 -1.25 3.24
H 0.16 -2.12 1.93
H 0.48 -4.15 3.04
H -1.20 -4.16 3.53
H 0.16 -3.51 5.39
H -0.75 -2.08 4.96
H 0.28 -0.28 4.17
H 1.40 -0.84 2.88
H 2.04 -0.19 4.38
C 8.48 0.40 3.91
O 8.27 1.76 4.26
C 8.37 2.65 3.15
C 6.99 3.23 2.80
N 6.12 2.22 2.21
C 4.72 2.64 2.09
C 3.96 2.94 3.39
O 3.73 1.80 4.21
C 4.81 1.46 5.07
H 8.56 -0.18 4.84
H 7.64 0.01 3.33
H 9.41 0.28 3.35
H 8.84 2.18 2.28
H 9.02 3.48 3.47
H 7.12 4.05 2.09
H 6.56 3.64 3.72
H 6.15 1.38 2.79
H 4.20 1.83 1.58
H 4.67 3.51 1.44
H 2.97 3.30 3.11
H 4.42 3.75 3.97
H 5.36 2.34 5.41
H 5.47 0.75 4.59
H 4.39 0.96 5.95
C -8.91 2.68 -8.97
O -7.51 2.90 -9.02
C -6.93 3.14 -7.73
C -6.05 1.97 -7.30
N -6.86 0.79 -6.97
C -6.08 -0.43 -6.81
C -5.31 -0.96 -8.03
O -6.14 -1.43 -9.08
C -6.60 -0.42 -9.97
H -9.29 2.68 -9.99
H -9.15 1.72 -8.51
H -9.42 3.49 -8.42
H -7.69 3.38 -6.98
H -6.29 4.03 -7.85
H -5.47 2.26 -6.42
H -5.36 1.76 -8.12
H -7.53 0.64 -7.72
H -6.78 -1.21 -6.49
H -5.38 -0.29 -5.97
H -4.73 -1.83 -7.69
H -4.57 -0.24 -8.40
H -5.88 0.39 -10.09
H -7.56 -0.03 -9.63
H -6.77 -0.88 -10.95
C 12.03 5.76 9.61
O 10.66 5.39 9.54
C 9.77 6.49 9.66
C 9.06 6.76 8.33
N 9.98 7.31 7.33
C 9.44 7.35 5.98
C 9.09 6.01 5.32
O 10.22 5.19 5.03
C 10.66 4.39 6.11
H 12.63 4.85 9.68
H 12.34 6.30 8.70
H 12.23 6.38 10.49
H 10.27 7.39 10.04
H 9.01 6.20 10.39
H 8.24 7.48 8.49
H 8.63 5.82 7.98
H 10.83 6.75 7.32
H 10.19 7.84 5.35
H 8.55 8.00 5.97
H 8.63 6.24 4.34
H 8.33 5.44 5.87
H 9.84 4.07 6.76
H 11.42 4.92 6.68
H 11.13 3.49 5.70